Record 1
{"formula": "C31H24BrClN3O7STi", "method": "ωB97M-V with the def2-TZVPD basis set", "symbols": ["Ti", "Br", "C", "C", "C", "C", "O", "C", "C", "N", "C", "C", "C", "C", "C", "C", "C", "C", "N", "C", "C", "H", "H", "H", "H", "H", "H", "H", "H", "H", "H", "C", "C", "C", "C", "Cl", "C", "C", "C", "O", "C", "C", "O", "O", "H", "H", "H", "H", "H", "H", "H", "H", "N", "C", "C", "C", "C", "C", "C", "S", "O", "O", "O", "H", "H", "H", "H", "H", "H"], "positions_angstrom": [[0.85, 1.03, -1.00], [7.02, 4.07, 1.38], [5.53, 3.40, 0.42], [4.96, 4.18, -0.59], [3.88, 3.71, -1.30], [3.32, 2.46, -1.00], [2.28, 2.03, -1.71], [3.91, 1.67, 0.01], [3.51, 0.30, 0.22], [2.39, -0.17, -0.20], [2.12, -1.55, -0.31], [2.63, -2.55, 0.47], [2.29, -3.90, 0.20], [1.48, -4.23, -0.84], [0.95, -3.21, -1.67], [0.11, -3.47, -2.78], [-0.35, -2.43, -3.54], [-0.05, -1.12, -3.15], [0.71, -0.83, -2.11], [1.25, -1.87, -1.39], [5.03, 2.16, 0.70], [5.38, 5.15, -0.81], [3.44, 4.29, -2.09], [4.25, -0.36, 0.67], [3.27, -2.32, 1.31], [2.68, -4.67, 0.85], [1.17, -5.25, -1.03], [-0.18, -4.50, -2.98], [-0.99, -2.60, -4.39], [-0.46, -0.28, -3.69], [5.50, 1.54, 1.46], [-3.90, 3.12, -0.01], [-3.30, 2.55, 1.25], [-3.87, 1.42, 1.84], [-3.38, 0.91, 3.03], [-4.14, -0.48, 3.74], [-2.31, 1.51, 3.67], [-1.72, 2.62, 3.09], [-2.21, 3.14, 1.89], [-1.63, 4.30, 1.44], [-1.13, 4.32, 0.11], [-0.39, 3.06, -0.28], [-0.73, 2.44, -1.34], [0.55, 2.60, 0.43], [-4.92, 2.75, -0.14], [-3.32, 2.84, -0.89], [-3.93, 4.21, 0.04], [-4.72, 0.94, 1.37], [-1.95, 1.12, 4.61], [-0.88, 3.12, 3.55], [-0.41, 5.15, 0.08], [-1.92, 4.51, -0.62], [-0.59, 0.11, 0.56], [-1.15, -1.22, 0.42], [-0.70, -2.25, 1.22], [-1.13, -3.55, 0.97], [-2.01, -3.80, -0.07], [-2.53, -2.75, -0.81], [-2.09, -1.45, -0.57], [-2.34, -5.50, -0.57], [-2.27, -6.26, 0.66], [-1.24, -5.75, -1.49], [-3.64, -5.44, -1.21], [-1.35, 0.79, 0.60], [-0.12, 0.19, 1.46], [0.00, -2.05, 2.03], [-0.78, -4.38, 1.57], [-3.25, -2.96, -1.58], [-2.47, -0.62, -1.17]], "lowdin_charge": [1.1800, 0.7511, -0.6896, -0.0974, 0.0138, -0.3064, -0.1558, -0.1256, -0.0186, 0.0110, -0.2027, -0.0015, -0.0410, 0.0076, -0.1244, 0.0415, -0.0140, -0.0895, 0.0137, -0.1593, -0.0750, 0.1081, 0.1268, 0.1435, 0.1179, 0.1165, 0.1238, 0.1163, 0.1192, 0.1283, 0.1142, -0.0200, -0.1951, -0.0670, -0.6747, 0.6904, -0.0995, 0.0057, -0.2538, -0.0211, -0.0841, -0.5921, -0.0637, -0.0371, 0.0872, 0.0798, 0.0916, 0.1182, 0.1085, 0.1295, 0.1494, 0.1150, 0.0702, -0.3043, -0.0345, -0.0452, -0.2491, -0.0436, -0.0359, 0.4207, -0.3399, -0.3690, -0.3421, 0.0800, 0.1128, 0.1185, 0.1217, 0.1200, 0.1201], "homo_energy_ev": [-8.13, -8.13], "largest_force_ha_per_bohr": 0.0118, "lumo_energy_ev": [-1.650, -1.637], "multiplicity": 2, "relative_energy_ev": 0.0000}



Record 2
{"formula": "C31H24Cl3N6O3S3V", "method": "ωB97M-V with the def2-TZVPD basis set", "symbols": ["V", "C", "S", "C", "S", "N", "N", "C", "C", "C", "C", "C", "C", "N", "H", "H", "H", "H", "H", "H", "H", "H", "C", "C", "C", "C", "C", "C", "C", "S", "O", "O", "N", "C", "C", "C", "C", "C", "C", "C", "C", "N", "C", "H", "H", "H", "H", "H", "H", "H", "H", "H", "H", "H", "H", "H", "Cl", "C", "C", "C", "Cl", "C", "O", "C", "Cl", "C", "H", "H", "N", "C", "H"], "positions_angstrom": [[0.49, 0.03, 0.69], [2.38, 4.91, 3.43], [0.92, 4.31, 2.58], [0.98, 2.55, 2.87], [2.22, 1.83, 3.76], [-0.06, 2.02, 2.29], [-0.13, 0.62, 2.32], [-0.59, 0.02, 3.44], [-0.99, -1.27, 3.50], [-1.45, -1.81, 4.75], [-1.85, -3.09, 4.88], [-1.78, -3.95, 3.73], [-1.38, -3.44, 2.56], [-1.02, -2.12, 2.38], [2.39, 5.99, 3.27], [2.33, 4.70, 4.50], [3.29, 4.46, 3.03], [-0.64, 0.62, 4.34], [-1.47, -1.13, 5.58], [-2.20, -3.46, 5.83], [-2.01, -5.01, 3.80], [-1.26, -4.06, 1.68], [-4.27, -1.73, -5.43], [-3.78, -1.03, -4.19], [-2.51, -1.28, -3.68], [-2.06, -0.66, -2.52], [-2.90, 0.23, -1.87], [-4.16, 0.51, -2.36], [-4.60, -0.12, -3.51], [-2.38, 1.06, -0.37], [-2.76, 0.24, 0.74], [-2.94, 2.39, -0.45], [-0.76, 1.09, -0.48], [-0.16, 2.07, -1.28], [-0.76, 2.78, -2.30], [-0.06, 3.78, -3.00], [1.23, 4.10, -2.71], [1.89, 3.39, -1.68], [3.22, 3.65, -1.28], [3.79, 2.92, -0.27], [3.04, 1.91, 0.34], [1.80, 1.65, 0.00], [1.20, 2.38, -0.99], [-3.44, -2.03, -6.06], [-4.93, -1.09, -6.01], [-4.83, -2.63, -5.17], [-1.86, -1.97, -4.19], [-1.08, -0.88, -2.12], [-4.79, 1.23, -1.85], [-5.59, 0.10, -3.90], [-1.79, 2.60, -2.56], [-0.58, 4.31, -3.79], [1.77, 4.87, -3.24], [3.77, 4.43, -1.79], [4.80, 3.11, 0.06], [3.46, 1.30, 1.13], [5.09, -5.64, 0.61], [4.04, -4.29, 0.29], [3.73, -3.41, 1.31], [2.88, -2.36, 1.03], [2.48, -1.18, 2.25], [2.32, -2.12, -0.24], [1.55, -1.11, -0.47], [2.69, -3.04, -1.24], [2.05, -2.81, -2.83], [3.53, -4.11, -0.98], [4.13, -3.55, 2.31], [3.78, -4.80, -1.78], [-1.03, -2.30, 0.03], [-0.65, -1.67, 1.07], [-1.75, -3.00, 0.20]], "lowdin_charge": [0.8733, -0.4884, 0.8024, -1.1848, 0.5024, -0.1041, -0.2382, -0.1293, -0.1997, -0.0338, -0.0914, -0.0880, -0.0742, 0.0137, 0.0187, 0.0131, 0.0067, 0.1166, 0.1128, 0.0953, 0.0911, 0.1117, -0.0608, -0.2812, -0.0310, -0.0504, -0.2725, -0.0565, -0.0484, 0.6056, -0.2836, -0.2950, -0.1937, -0.2263, -0.0127, -0.0714, -0.0533, -0.1530, -0.0072, -0.0366, -0.1190, 0.0483, -0.1393, 0.0720, 0.0719, 0.0796, 0.1116, 0.0912, 0.1136, 0.1074, 0.0999, 0.1025, 0.1040, 0.1147, 0.1052, 0.0729, 0.6270, -0.6816, -0.1306, -0.5201, 0.8040, -0.4575, -0.2322, -0.5811, 0.6956, -0.1426, 0.1058, 0.1007, 0.0891, -0.3502, 0.0394], "homo_energy_ev": [-3.87, -3.90], "largest_force_ha_per_bohr": 0.0184, "lumo_energy_ev": [2.086, 2.145], "charge": -1, "multiplicity": 2, "relative_energy_ev": 0.0000}



Record 3
{"formula": "C31H24Cl3N6O3S3V", "method": "ωB97M-V with the def2-TZVPD basis set", "symbols": ["V", "C", "S", "C", "S", "N", "N", "C", "C", "C", "C", "C", "C", "N", "H", "H", "H", "H", "H", "H", "H", "H", "C", "C", "C", "C", "C", "C", "C", "S", "O", "O", "N", "C", "C", "C", "C", "C", "C", "C", "C", "N", "C", "H", "H", "H", "H", "H", "H", "H", "H", "H", "H", "H", "H", "H", "Cl", "C", "C", "C", "Cl", "C", "O", "C", "Cl", "C", "H", "H", "N", "C", "H"], "positions_angstrom": [[0.15, -0.41, -0.01], [2.83, 4.80, -0.66], [1.94, 3.95, -2.01], [1.87, 2.33, -1.18], [2.99, 1.18, -1.62], [1.00, 2.34, -0.22], [0.72, 1.28, 0.55], [0.68, 1.49, 1.85], [0.24, 0.41, 2.64], [0.00, 0.45, 4.02], [-0.48, -0.68, 4.65], [-0.71, -1.83, 3.89], [-0.45, -1.79, 2.53], [0.04, -0.73, 1.93], [3.00, 5.82, -0.97], [2.21, 4.77, 0.24], [3.78, 4.29, -0.48], [0.90, 2.47, 2.26], [0.15, 1.37, 4.56], [-0.69, -0.68, 5.71], [-1.10, -2.73, 4.34], [-0.62, -2.66, 1.90], [-1.61, 8.20, -0.35], [-1.96, 6.75, -0.19], [-3.25, 6.34, 0.11], [-3.55, 5.00, 0.30], [-2.54, 4.05, 0.20], [-1.24, 4.44, -0.10], [-0.97, 5.78, -0.31], [-2.94, 2.36, 0.65], [-4.37, 2.18, 0.48], [-2.42, 2.15, 1.97], [-2.05, 1.34, -0.35], [-2.00, 1.47, -1.73], [-2.91, 2.31, -2.36], [-2.96, 2.41, -3.75], [-2.14, 1.63, -4.52], [-1.20, 0.78, -3.92], [-0.35, -0.02, -4.71], [0.64, -0.75, -4.09], [0.76, -0.69, -2.71], [-0.08, -0.03, -1.91], [-1.07, 0.71, -2.50], [-2.50, 8.82, -0.38], [-1.03, 8.36, -1.26], [-1.00, 8.53, 0.49], [-4.04, 7.07, 0.21], [-4.54, 4.66, 0.55], [-0.46, 3.70, -0.17], [0.04, 6.07, -0.56], [-3.60, 2.87, -1.76], [-3.67, 3.07, -4.21], [-2.20, 1.65, -5.60], [-0.48, -0.03, -5.78], [1.34, -1.35, -4.66], [1.59, -1.21, -2.23], [4.54, -6.05, -0.79], [3.25, -4.90, -0.75], [3.45, -3.70, -0.08], [2.42, -2.79, 0.00], [2.65, -1.27, 0.75], [1.13, -3.04, -0.55], [0.15, -2.24, -0.45], [1.02, -4.27, -1.26], [-0.50, -4.55, -2.03], [2.05, -5.18, -1.37], [4.40, -3.49, 0.39], [1.91, -6.10, -1.92], [-2.55, -0.55, 0.95], [-1.74, 0.07, 0.22], [-3.46, -0.10, 1.12]], "lowdin_charge": [0.6954, -0.4160, 0.7337, -1.1803, 0.5240, -0.1138, -0.1710, -0.0868, -0.2813, -0.0201, -0.0889, -0.0643, -0.1329, -0.0873, 0.0173, 0.0174, 0.0274, 0.1276, 0.1084, 0.0945, 0.0937, 0.1181, -0.0539, -0.2721, -0.0410, -0.0606, -0.2718, -0.0382, -0.0263, 0.7007, -0.2991, -0.2668, -0.1235, -0.1593, -0.0116, -0.0685, -0.0501, -0.1446, 0.0025, -0.0248, -0.1552, 0.0053, -0.0922, 0.0696, 0.0788, 0.0815, 0.1059, 0.1100, 0.0659, 0.0979, 0.0925, 0.1043, 0.1051, 0.1136, 0.1120, 0.0853, 0.6357, -0.6986, -0.1365, -0.5439, 0.8208, -0.4892, -0.2106, -0.5883, 0.7021, -0.1450, 0.1026, 0.1005, 0.1300, -0.4073, 0.0418], "homo_energy_ev": [-3.45, -3.14], "largest_force_ha_per_bohr": 0.0501, "lumo_energy_ev": [2.063, 1.994], "charge": -1, "multiplicity": 2, "relative_energy_ev": 1.6869}